DFT (wB97M-V/def2-TZVPD) results for C4H4O2Tl as an isolated structure.

Atoms and positions in Å:
O1 2.74754 -0.32765 -0.76829
C1 1.89064 0.53814 -0.63997
C2 0.87525 -0.22957 0.02941
H1 2.09561 1.61949 -0.58546
H2 1.12358 -0.45397 1.07677
C3 -1.08254 0.86004 0.34739
C4 -2.04371 -0.12447 0.36905
O2 -2.02260 -1.31006 0.19572
Tl1 -0.46696 -3.15859 -0.77093
H3 -2.14486 1.08641 -0.47731
H4 -0.97194 1.50023 1.22361

* gap between HOMO and LUMO (alpha / beta): 7.17 / 7.16 eV
* charge: +1
* largest force on an atom: 0.1241 Eh/bohr
* HOMO (alpha / beta): -0.473 / -0.473 hartree
* spin multiplicity: 1

Charges in e, computed with natural (NBO), in the same order as the atoms:
1. O -0.45
2. C 0.28
3. C -0.31
4. H 0.18
5. H 0.20
6. C -0.47
7. C 0.59
8. O -0.56
9. Tl 0.95
10. H 0.29
11. H 0.28